C29H87O29Pt2 | wB97M-V/def2-TZVPD

Element x y z (Å)
Pt  -1.1997  3.9468  -0.6640
Pt  1.4228  5.5724  -2.2323
C  0.4241  0.8152  -0.4250
O  -0.0783  2.0897  -0.2415
H  1.4876  0.7660  -0.6590
H  0.3649  0.1985  0.4718
H  -0.1051  0.3158  -1.2366
C  0.7385  6.1330  0.9670
O  0.4453  5.4536  -0.2225
H  0.2871  5.7175  1.8680
H  1.7965  6.3395  1.1288
H  0.2869  7.1154  0.8288
C  -1.2535  4.3713  -4.0802
O  -0.5876  4.4613  -2.8529
H  -1.6020  5.3817  -4.2941
H  -0.5589  3.9499  -4.8069
H  -2.1934  3.8218  -4.1320
C  -4.0415  4.8844  -1.6264
C  -4.1113  3.3614  -1.1338
O  -2.8666  2.6370  -1.3843
O  -2.8451  5.4600  -1.1548
H  -4.9090  5.4356  -1.2632
H  -4.1547  4.9154  -2.7101
H  -4.9551  2.8020  -1.5378
H  -4.2997  3.4360  -0.0628
H  -2.9236  1.8464  -1.9258
H  -2.7256  6.3346  -1.5322
C  -1.2602  -6.4898  -2.9769
C  -1.5252  -4.9473  -2.9795
O  -1.8413  -4.3338  -1.7660
O  0.0426  -6.5955  -2.3480
H  -1.3581  -6.9079  -3.9788
H  -2.0269  -6.9498  -2.3535
H  -2.4764  -4.8918  -3.5090
H  -0.7283  -4.3527  -3.4261
H  -2.3511  -3.5314  -1.8997
H  -0.1798  -6.4070  -1.4334
C  2.3250  -3.4650  -2.5558
C  2.9163  -2.6239  -1.3973
O  4.3117  -2.4430  -1.6179
O  2.2866  -2.7928  -3.7594
H  1.3088  -3.7311  -2.2651
H  2.8399  -4.4163  -2.6902
H  2.7755  -3.1212  -0.4376
H  2.3831  -1.6799  -1.2845
H  4.4042  -2.2912  -2.5612
H  3.1124  -2.3115  -3.8481
C  2.2794  0.4413  -4.5532
C  3.6186  0.2540  -3.7127
O  4.4567  -0.8446  -4.1141
O  2.5735  1.3400  -5.5942
H  1.4511  0.9147  -4.0262
H  1.9738  -0.5441  -4.9048
H  3.2157  -0.0465  -2.7455
H  4.0499  1.2250  -3.4694
H  4.9016  -0.5260  -4.9029
H  3.3022  0.9587  -6.0894
C  -2.1840  -4.3007  4.3351
C  -3.3921  -4.7652  5.1037
O  -3.8976  -3.7472  5.9584
O  -2.6234  -3.4410  3.2727
H  -1.5972  -5.1161  3.9122
H  -1.5163  -3.6959  4.9485
H  -3.2202  -5.7165  5.6071
H  -4.1845  -5.0725  4.4212
H  -4.7485  -4.0960  6.2340
H  -1.8271  -3.1627  2.8142
C  -2.3071  2.1324  2.5554
C  -2.4499  3.6682  2.6237
O  -2.1025  4.3433  1.4042
O  -0.9223  1.6740  2.5237
H  -2.9113  1.6961  1.7600
H  -2.7200  1.7490  3.4884
H  -1.7418  3.9325  3.4091
H  -3.4153  3.9368  3.0525
H  -2.3813  5.2084  1.7132
H  -0.6218  1.6146  1.6139
C  0.9919  -1.0502  3.6657
C  1.4351  -2.5685  3.5433
O  2.7933  -2.6225  3.7852
O  1.0346  -0.7430  5.0760
H  -0.0655  -1.0237  3.4023
H  1.4912  -0.3276  3.0202
H  1.2119  -3.0166  2.5751
H  0.9669  -3.2155  4.2851
H  3.0028  -2.1692  4.6051
H  0.9286  0.2103  5.1171
C  4.2873  -0.1232  1.2717
C  4.9011  0.8727  2.2307
O  5.2312  2.0000  1.4647
O  5.2261  -0.4399  0.2443
H  3.4212  0.3535  0.8126
H  3.9842  -0.9405  1.9262
H  5.7879  0.5155  2.7542
H  4.1276  1.1250  2.9560
H  5.7896  1.7559  0.7229
H  4.9058  -1.1946  -0.2552
C  -3.5915  -1.7738  -0.4723
C  -4.4431  -1.1657  0.6417
O  -5.5512  -0.4138  0.1944
O  -4.2537  -2.6102  -1.3493
H  -2.8429  -2.3715  0.0477
H  -3.2222  -1.0012  -1.1466
H  -3.7490  -0.5873  1.2514
H  -4.8173  -1.9520  1.2974
H  -6.1484  -0.3953  0.9458
H  -5.0561  -2.1786  -1.6518
C  0.1692  -5.1872  1.1174
C  -0.8465  -6.3259  1.4386
O  -1.0501  -7.0748  0.2730
O  -0.5195  -4.0637  0.5597
H  1.0431  -5.4896  0.5404
H  0.5090  -4.8829  2.1074
H  -1.8059  -6.0300  1.8631
H  -0.3219  -7.0207  2.0945
H  -1.9594  -7.0866  -0.0347
H  -0.8979  -4.2892  -0.2933
C  4.2729  4.8059  -1.6232
C  3.4831  3.5830  -1.1218
O  2.1687  3.5308  -1.6826
O  3.5065  6.0370  -1.6397
H  4.4270  4.6821  -2.6951
H  5.2359  5.0235  -1.1613
H  3.4123  3.5329  -0.0353
H  3.9558  2.6216  -1.3223
H  1.8028  2.8344  -1.1324
H  4.2165  6.6793  -1.7097
C  -2.7405  0.5644  -4.5372
C  -1.8121  -0.6062  -4.4416
O  -2.4831  -1.8301  -4.1437
O  -3.4772  0.7960  -3.3066
H  -3.5033  0.5168  -5.3144
H  -2.1398  1.4316  -4.8116
H  -1.0227  -0.4990  -3.6976
H  -1.2033  -0.7726  -5.3303
H  -3.2345  -1.5238  -3.6306
H  -4.0655  0.0519  -3.1585
C  1.6081  3.1833  4.4636
C  2.7086  3.2356  5.5192
O  2.4110  3.2271  6.8869
O  0.8692  1.9783  4.5268
H  2.1277  3.2384  3.5070
H  0.8325  3.9442  4.5513
H  3.2689  4.1701  5.4928
H  3.3038  2.3379  5.3522
H  1.8897  2.4541  7.1155
H  0.2239  1.9810  3.8160

Spin multiplicity ... 5
Net charge ... +1
⟨S²⟩ ... 6.01
DFT total energy ... -97332.5967 eV

=====

C29H90BN6O18 | wB97M-V/def2-TZVPD

Element x y z (Å)
C  -2.2060  -0.6061  -3.1722
C  -0.7321  -0.1108  -3.6842
C  0.2810  -0.4160  -2.4763
C  1.7731  0.1797  -2.6694
C  2.1594  1.1092  -1.4281
C  2.4996  0.6300  0.0162
B  2.4908  -1.0067  0.2261
N  3.1070  -1.9729  -0.7192
O  1.7762  -1.4419  1.4345
N  2.8137  1.3306  1.1719
N  2.8854  2.6489  1.0725
C  3.2253  3.4068  2.3317
C  1.8591  4.0785  2.9141
O  0.6789  3.3029  2.5889
C  1.9036  4.1646  4.5358
N  2.2383  5.5844  4.8748
C  2.6525  3.2850  -0.1670
N  2.8195  4.7575  -0.1191
C  2.2587  2.6816  -1.5155
C  1.9859  3.4656  -2.8653
C  0.5116  4.0617  -3.0111
N  0.1152  4.9216  -2.1125
H  -2.8763  0.2805  -2.9004
H  -2.0546  -1.1823  -2.1854
H  -2.6938  -1.3362  -3.8942
H  -0.8456  0.9940  -3.9251
H  -0.4882  -0.7067  -4.6293
H  0.3950  -1.5492  -2.3236
H  -0.1462  0.0687  -1.5252
H  2.5291  -0.6558  -2.8635
H  1.7583  0.7981  -3.6399
H  2.3392  -2.3157  -1.3299
H  3.7958  -1.5093  -1.3315
H  1.9778  -2.3824  1.6217
H  3.5391  2.6399  3.1118
H  4.0262  4.1975  2.1418
H  1.7619  5.1228  2.4418
H  0.1543  3.8467  1.9562
H  2.6622  3.4112  4.9590
H  0.8499  3.9633  4.9479
H  1.8338  5.7391  5.8165
H  1.7359  6.2494  4.2683
H  3.8062  4.8807  0.1917
H  2.8037  5.1582  -1.0640
H  2.6882  4.3761  -2.9383
H  2.2772  2.7991  -3.7479
H  -0.1771  3.7827  -3.8871
H  -0.8406  5.2544  -2.3157
C  -0.0484  0.1480  4.9564
O  -1.0514  1.1503  5.0545
H  -0.3313  -0.6980  5.5830
H  0.0385  -0.1824  3.9195
H  0.9074  0.5503  5.3023
H  -0.7762  1.8853  4.4915
C  -1.8983  -0.5045  2.0885
O  -2.0512  -1.1414  0.8265
H  -2.7784  0.1086  2.2842
H  -1.8030  -1.2587  2.8701
H  -1.0090  0.1327  2.0722
H  -1.2637  -1.6750  0.6780
C  5.0697  6.9942  2.6467
O  4.2824  7.2880  3.7879
H  5.8003  7.7909  2.5080
H  5.5951  6.0449  2.7938
H  4.4293  6.9337  1.7601
H  3.6415  6.5658  3.8896
C  -4.0645  -1.9742  5.2279
O  -2.7062  -1.7045  4.9007
H  -4.4076  -2.8244  4.6404
H  -4.1455  -2.2134  6.2917
H  -4.6787  -1.1007  4.9932
H  -2.4296  -0.9482  5.4350
C  4.9508  -4.8518  -2.7767
O  3.8488  -3.9771  -2.5474
H  5.2720  -4.7521  -3.8134
H  5.7771  -4.5830  -2.1162
H  4.6455  -5.8842  -2.5911
H  3.5868  -4.0860  -1.6252
C  -7.6527  -3.5245  4.2394
O  -6.4123  -3.4535  3.5481
H  -7.7097  -4.4773  4.7652
H  -7.7182  -2.7072  4.9627
H  -8.4741  -3.4564  3.5250
H  -6.3889  -2.6029  3.0927
C  0.7985  3.5254  -7.3710
O  0.1652  3.2340  -6.1322
H  1.6818  4.1351  -7.1797
H  1.1007  2.5956  -7.8591
H  0.1113  4.0782  -8.0157
H  -0.6107  2.6959  -6.3290
C  0.0696  -4.3283  -0.9332
O  0.0587  -3.0331  -0.3401
H  -0.7235  -4.3802  -1.6788
H  1.0337  -4.5047  -1.4185
H  -0.1052  -5.0865  -0.1669
H  0.7666  -3.0081  0.3142
C  -4.9596  -0.2618  -0.8026
O  -4.9311  -1.6538  -0.5376
H  -5.9818  0.0313  -1.0439
H  -4.6244  0.2881  0.0813
H  -4.3084  -0.0366  -1.6471
H  -4.0141  -1.8812  -0.3289
C  -3.9148  2.7991  -5.4235
O  -2.9638  2.3635  -6.3866
H  -3.4571  2.7624  -4.4350
H  -4.2188  3.8254  -5.6428
H  -4.7852  2.1398  -5.4428
H  -3.3924  2.4061  -7.2499
C  -1.7860  -2.5602  8.8115
O  -0.8365  -2.9755  7.8404
H  -1.3198  -2.5924  9.7961
H  -2.1079  -1.5373  8.5967
H  -2.6458  -3.2348  8.7958
H  -1.2751  -2.9377  6.9800
C  3.7102  -2.8657  -6.5084
O  4.4520  -2.1472  -5.5325
H  3.5988  -2.2412  -7.3947
H  4.2426  -3.7815  -6.7769
H  2.7211  -3.1121  -6.1135
H  4.5366  -2.7214  -4.7592
C  -7.0051  2.8693  -1.9603
O  -5.6437  3.1203  -2.2753
H  -7.3485  2.0214  -2.5526
H  -7.0931  2.6312  -0.8973
H  -7.6099  3.7475  -2.1991
H  -5.3605  3.8714  -1.7407
C  -9.9649  -5.4925  2.3617
O  -10.7605  -5.2066  3.5031
H  -9.2356  -4.6948  2.2333
H  -9.4417  -6.4412  2.5066
H  -10.6000  -5.5473  1.4739
H  -11.3968  -5.9255  3.5951
C  6.4012  -0.1586  0.0520
O  5.7971  -0.4437  1.3056
H  7.2773  0.4675  0.2188
H  6.7096  -1.0897  -0.4304
H  5.6917  0.3758  -0.5880
H  5.0259  -0.9986  1.1301
C  8.8215  -6.2397  -2.2698
O  8.0356  -5.3981  -3.1038
H  8.1992  -6.6041  -1.4525
H  9.1925  -7.0899  -2.8474
H  9.6612  -5.6735  -1.8595
H  8.6075  -5.0898  -3.8171

Spin multiplicity ... 1
Net charge ... +1
DFT total energy ... -77988.6658 eV

=====

C2BiF3O3 | wB97M-V/def2-TZVPD

Element x y z (Å)
C  -1.2879  0.3113  0.0445
F  -1.3650  1.6178  0.2736
F  -1.6343  -0.3205  1.1603
F  -2.1670  -0.0268  -0.8920
O  1.2534  -1.6803  -0.4884
C  0.8993  -0.7540  0.2254
O  -0.0554  0.0736  -0.4439
O  1.6651  -0.0218  0.8937
Bi  2.6919  0.8006  -0.7731

Spin multiplicity ... 2
Net charge ... +1
⟨S²⟩ ... 0.75
DFT total energy ... -22197.9395 eV

=====

C2Br2Cl2O | wB97M-V/def2-TZVPD

Element x y z (Å)
C  -0.4593  0.0001  -0.3735
C  0.8968  0.0002  0.3184
O  -1.5006  -0.0002  0.1859
Cl  -0.3145  -0.0017  -2.1043
Cl  0.6749  0.0012  2.0731
Br  1.8864  -1.5779  -0.2450
Br  1.8857  1.5781  -0.2467

ΔE to the lowest compared entry with this formula, charge and spin ... 0.0 kcal/mol
Spin multiplicity ... 1
DFT total energy ... -169250.7836 eV

=====

C2Br2N2O2 | wB97M-V/def2-TZVPD

Element x y z (Å)
C  0.4113  -0.2936  -1.3147
C  0.0843  0.7774  -0.3662
N  0.7944  -1.1806  -1.8991
N  -0.8084  0.1745  0.7598
O  -1.6481  -0.5333  0.3483
O  -0.6062  0.5689  1.8758
Br  1.5393  1.4890  0.5923
Br  -0.9772  2.0315  -1.3209

ΔE to the lowest compared entry with this formula, charge and spin ... 0.0 kcal/mol
Spin multiplicity ... 1
DFT total energy ... -149229.4919 eV

=====

C2Br2N2P | wB97M-V/def2-TZVPD

Element x y z (Å)
C  1.6496  -0.1958  -1.0307
C  -1.6298  0.0117  0.9074
N  1.5255  0.9196  -0.6990
N  -1.8257  0.9987  1.3612
P  1.9242  -1.9051  -1.3342
Br  -1.1094  -1.5584  0.2096
Br  0.7855  -1.7659  -3.1406

ΔE to the lowest compared entry with this formula, charge and spin ... 13.5 kcal/mol
Spin multiplicity ... 1
Net charge ... +1
DFT total energy ... -154416.1602 eV

=====

C2Br2N2P | wB97M-V/def2-TZVPD

Element x y z (Å)
C  0.3695  1.4083  -0.5644
C  -0.3018  -1.4593  0.4813
N  1.0558  2.1514  -0.0448
N  -0.3312  -1.9552  1.5029
P  -0.3610  0.0002  -1.2571
Br  -2.3644  0.2175  -1.9158
Br  0.9614  -0.5604  -2.7601

ΔE to the lowest compared entry with this formula, charge and spin ... 0.7 kcal/mol
Spin multiplicity ... 1
Net charge ... +1
DFT total energy ... -154416.7153 eV

=====

C2BrCl | wB97M-V/def2-TZVPD

Element x y z (Å)
C  0.0418  -0.5677  -0.4787
C  0.0113  0.4930  0.4494
Cl  0.7834  -1.5054  -1.5883
Br  -0.8365  1.5801  1.6176

ΔE to the lowest compared entry with this formula, charge and spin ... 35.5 kcal/mol
SMILES ... ClC#CBr
Spin multiplicity ... 1
DFT total energy ... -84634.6738 eV

=====

C2BrClFIO | wB97M-V/def2-TZVPD

Element x y z (Å)
C  -0.0848  0.4224  -0.6975
C  -0.1515  -0.4470  0.5919
O  -0.6571  0.2139  -1.6998
F  0.8410  -0.0819  1.4708
Cl  0.9844  1.7934  -0.4494
Br  -2.1663  -0.0483  1.8232
I  -0.0775  -2.5782  0.1584

ΔE to the lowest compared entry with this formula, charge and spin ... 25.1 kcal/mol
SMILES ... O=C(Cl)[C@@](F)(Br)I
Spin multiplicity ... 1
DFT total energy ... -97502.7993 eV

=====

C2BrI3 | wB97M-V/def2-TZVPD

Element x y z (Å)
C  -0.5001  0.4929  0.4530
C  0.5025  -1.6630  -0.0933
Br  -1.5919  0.7791  1.9758
I  -0.7651  1.8068  -1.1193
I  0.8040  -1.4243  -2.1611
I  1.5507  0.0085  0.9449

ΔE to the lowest compared entry with this formula, charge and spin ... 124.7 kcal/mol
Spin multiplicity ... 1
DFT total energy ... -96411.6637 eV

=====

C2Cl2F2 | wB97M-V/def2-TZVPD

Element x y z (Å)
C  0.5325  0.3740  0.1035
C  -0.6145  -0.3536  -0.0303
F  0.6699  1.6287  -0.0030
F  -0.5325  -1.6235  0.0204
Cl  2.1260  -0.2802  -0.0222
Cl  -2.1697  0.2703  -0.0129

ΔE to the lowest compared entry with this formula, charge and spin ... 11.4 kcal/mol
SMILES ... F/C(Cl)=C(/F)Cl
Spin multiplicity ... 1
DFT total energy ... -32552.1901 eV

=====

C2Cl6OS | wB97M-V/def2-TZVPD

Element x y z (Å)
C  0.5559  0.5749  -0.3034
C  -1.6730  -0.1023  0.1924
O  1.7170  -1.8327  -0.4565
S  1.3869  -0.8777  0.5980
Cl  0.5820  2.1314  0.3297
Cl  0.5904  0.4774  -1.9815
Cl  -1.8180  -1.0065  1.6723
Cl  -2.2689  1.4538  0.2595
Cl  -2.1443  -1.0258  -1.1603
Cl  3.0718  0.2074  0.8498

ΔE to the lowest compared entry with this formula, charge and spin ... 39.6 kcal/mol
Spin multiplicity ... 1
DFT total energy ... -90087.8501 eV